Formula: C52H38CdN4O4P2S4
Source: OMol25
Level of theory: ωB97M-V/def2-TZVPD

Structure (XYZ):
```
105
Properties=species:S:1:pos:R:3:forces:R:3:lowdin_charge:R:1
Cd -0.1017 0.9100 1.2823 -0.2306 -0.3868 -0.0393 1.09
O -1.9939 -1.8627 4.4744 0.1133 -0.0072 -0.3435 -0.47
S -1.2319 -1.6680 3.2100 -0.1443 0.3180 0.3104 0.88
C -2.2149 -2.4563 1.9164 -0.0538 -0.0604 0.0930 -0.36
C -2.4071 -3.8312 1.9474 -0.0388 -0.0334 -0.0727 -0.05
C -3.3587 -4.4159 1.1280 -0.0167 0.0212 -0.0029 -0.05
C -4.1367 -3.6202 0.2989 0.0311 0.0275 0.0085 -0.05
C -3.9410 -2.2471 0.2672 0.0249 -0.0487 -0.0728 -0.07
C -2.9684 -1.6423 1.0621 0.0205 -0.0076 -0.0572 -0.37
P -2.6833 0.1656 0.9646 0.0127 0.0741 0.0820 1.00
C -3.3617 0.6802 -0.6448 0.0125 -0.0574 -0.0137 -0.37
C -4.1248 1.8365 -0.7750 0.0082 0.0985 0.0022 -0.08
C -4.4319 2.3330 -2.0382 0.0374 -0.0265 0.0480 -0.06
C -3.9803 1.6882 -3.1795 -0.0060 0.0243 -0.0218 -0.04
C -3.2447 0.5145 -3.0568 -0.0439 0.0129 0.0680 -0.05
C -2.9429 0.0156 -1.8007 -0.1388 -0.0301 -0.0277 -0.13
C -3.7572 0.8745 2.2433 -0.0672 -0.0257 0.0022 -0.38
C -4.6987 0.1149 2.9340 0.0127 -0.0225 0.0160 -0.07
C -5.4952 0.7073 3.9033 0.0235 0.0039 -0.0097 -0.06
C -5.3622 2.0589 4.1846 0.0148 0.0110 -0.0288 -0.07
C -4.4223 2.8221 3.5042 0.0028 -0.0611 0.0043 -0.07
C -3.6167 2.2304 2.5438 0.0179 0.0033 0.0371 -0.16
C 0.1369 -2.8274 3.2751 -0.0069 -0.0993 0.0376 -0.38
C -0.0105 -3.8704 4.1817 0.1241 -0.0483 0.0194 -0.08
C 0.9859 -4.8249 4.2965 0.0173 0.0251 -0.0321 -0.05
C 2.1303 -4.7254 3.5140 -0.0370 0.0152 -0.0041 -0.05
C 2.2898 -3.6513 2.6547 0.0817 -0.0104 0.0477 -0.08
C 1.3020 -2.6736 2.5260 0.0473 0.0404 0.0208 -0.34
P 1.7004 -1.1420 1.5900 -0.1766 0.0092 0.1832 1.04
C 3.0827 -0.4769 2.5666 0.0425 0.0049 -0.0635 -0.37
C 2.7680 0.3978 3.6027 0.0403 -0.0126 0.1046 -0.12
C 3.7725 0.9201 4.4063 0.0085 -0.0418 -0.0522 -0.07
C 5.0960 0.5758 4.1707 -0.0165 0.0016 -0.0322 -0.07
C 5.4139 -0.3002 3.1398 -0.0246 0.0108 0.0150 -0.07
C 4.4117 -0.8291 2.3408 0.0623 -0.0050 -0.0201 -0.09
C 2.4429 -1.7254 0.0403 -0.0992 -0.1058 -0.0315 -0.41
C 3.2304 -0.8411 -0.6954 -0.0109 0.0688 -0.0967 -0.11
C 3.6772 -1.1895 -1.9617 -0.0008 -0.0124 0.0500 -0.06
C 3.3486 -2.4268 -2.5014 -0.0210 -0.0270 0.0388 -0.07
C 2.5712 -3.3161 -1.7705 0.0167 0.0840 -0.0287 -0.07
C 2.1143 -2.9650 -0.5071 -0.0121 0.0035 -0.0159 -0.10
H -1.8224 -4.4496 2.6160 -0.0447 0.0443 -0.0290 0.10
H -3.5020 -5.4883 1.1494 -0.0046 0.0097 -0.0030 0.11
H -4.8976 -4.0673 -0.3276 0.0088 0.0115 0.0022 0.11
H -4.5428 -1.6364 -0.3922 -0.0188 0.0070 -0.0062 0.11
H -4.4717 2.3669 0.1033 0.0016 -0.0309 -0.0306 0.09
H -5.0140 3.2411 -2.1254 -0.0055 -0.0129 -0.0027 0.11
H -4.1889 2.0957 -4.1604 0.0188 -0.0171 -0.0363 0.12
H -2.8936 0.0013 -3.9439 -0.0449 0.0194 0.0018 0.11
H -2.3726 -0.9006 -1.7222 -0.1305 0.0122 0.0218 0.09
H -4.8026 -0.9441 2.7336 -0.0121 0.0172 -0.0073 0.11
H -6.2158 0.1080 4.4441 0.0044 0.0008 -0.0105 0.11
H -5.9844 2.5172 4.9424 0.0074 -0.0033 -0.0039 0.11
H -4.3031 3.8729 3.7327 0.0016 -0.0035 -0.0117 0.11
H -2.8642 2.8256 2.0419 0.0087 0.0046 -0.0203 0.07
H -0.9015 -3.9011 4.7978 0.0196 0.0163 -0.0252 0.11
H 0.8747 -5.6404 4.9992 0.0001 0.0041 -0.0062 0.11
H 2.9128 -5.4685 3.5953 -0.0035 0.0118 0.0023 0.11
H 3.2101 -3.5552 2.0907 -0.0072 0.0014 0.0138 0.11
H 1.7371 0.6768 3.7943 0.0151 -0.0222 -0.0080 0.04
H 3.5159 1.6018 5.2066 0.0030 -0.0056 -0.0057 0.11
H 5.8826 0.9930 4.7862 -0.0086 -0.0122 0.0005 0.11
H 6.4453 -0.5714 2.9547 -0.0068 0.0083 0.0047 0.11
H 4.6739 -1.5055 1.5354 -0.0208 0.0279 0.0191 0.10
H 3.4909 0.1281 -0.2832 -0.0150 -0.0231 0.0030 0.09
H 4.2820 -0.4930 -2.5284 -0.0040 -0.0068 0.0102 0.11
H 3.7019 -2.6981 -3.4882 -0.0109 0.0079 0.0156 0.11
H 2.3163 -4.2837 -2.1843 0.0036 0.0151 0.0082 0.11
H 1.4977 -3.6613 0.0493 0.0083 0.0207 -0.0167 0.11
S -0.2554 2.3931 3.3974 0.1853 0.1373 -0.1012 0.48
C 1.1509 3.0301 2.6228 -0.0646 -0.0728 -0.0591 -1.20
N 1.5298 2.6030 1.4402 0.1368 0.1355 -0.1031 -0.10
C 2.7077 3.2066 1.0105 -0.2064 -0.1504 0.0489 -0.32
C 3.3455 2.9795 -0.2067 0.0388 0.0248 -0.0588 -0.03
C 4.5177 3.6613 -0.4787 -0.0172 -0.0038 0.0330 -0.08
C 5.0575 4.5629 0.4449 -0.0597 -0.0346 -0.0133 -0.08
C 4.4229 4.8055 1.6502 -0.0235 -0.0221 -0.0189 -0.08
C 3.2433 4.1200 1.9209 0.0810 0.0655 0.0624 -0.47
S 2.2112 4.2094 3.3200 0.0152 0.0962 0.1223 1.04
H 2.9089 2.3004 -0.9298 0.0082 0.0093 0.0218 0.09
H 5.0191 3.5044 -1.4250 -0.0010 0.0010 0.0132 0.11
H 5.9738 5.0870 0.2095 -0.0023 -0.0046 -0.0022 0.10
H 4.8316 5.5143 2.3584 -0.0072 -0.0087 0.0009 0.11
O -1.2976 3.9132 -7.1982 -0.0388 0.0504 0.0328 -0.36
S -1.8499 2.7631 -7.8844 0.1701 0.0669 -0.0746 0.38
O -1.5706 2.6875 -9.2978 -0.0873 0.0419 0.0044 -0.35
O -3.2005 2.4008 -7.4871 -0.0682 -0.0354 0.0778 -0.37
C -0.9095 1.3811 -7.1712 0.1215 -0.2940 0.2446 -0.32
N -0.5510 0.3564 -7.9490 -0.0032 0.0928 0.1013 0.13
C 0.0694 -0.6556 -7.3573 -0.0471 -0.0490 -0.0772 -0.12
C 0.3275 -0.6959 -5.9972 0.0927 -0.1249 -0.0874 -0.01
C -0.0926 0.4114 -5.2835 0.0622 -0.0244 0.4922 -0.25
N -0.6875 1.4412 -5.8505 -0.2202 0.2159 -0.4148 0.17
C 0.0333 0.5203 -3.7997 0.0795 -0.0401 -0.3646 -0.14
C 0.0275 -0.5964 -2.9814 0.0204 -0.1089 0.1127 -0.01
C -0.0177 -0.4160 -1.6142 0.1298 0.0196 -0.0710 -0.21
N 0.0046 0.7833 -1.0371 0.3104 0.1197 -0.0818 -0.06
C 0.0723 1.8626 -1.8301 -0.1505 0.0303 0.0138 -0.12
C 0.0622 1.7774 -3.2060 -0.0152 0.0975 0.0515 0.03
H 0.3616 -1.4834 -7.9966 0.0151 0.0298 -0.0217 0.11
H 0.8378 -1.5337 -5.5403 -0.0132 0.0218 -0.0062 0.10
H -0.0268 -1.5953 -3.3927 0.0176 -0.0116 0.0027 0.12
H -0.1294 -1.2656 -0.9537 0.0926 -0.0985 0.0780 0.09
H 0.0860 2.8248 -1.3315 0.0557 -0.0014 0.0168 0.11
H 0.0338 2.6609 -3.8305 0.0024 -0.0018 0.0231 0.13
```
Forces are in eV/Å.

The total charge is 0. The calculation puts the LUMO energy at -0.8 eV. The highest occupied orbital energy is -7.236 eV. The value obtained for the gap between HOMO and LUMO is 6.4 eV. Its total energy is -4967.593439 hartree. Its energy above the lowest of the compared OMol25 structures with the same formula, charge and spin is 17.9 kJ/mol.

***

Formula: C52H38FO32S
Source: OMol25
Level of theory: ωB97M-V/def2-TZVPD

Structure (XYZ):
```
124
Properties=species:S:1:pos:R:3:forces:R:3:lowdin_charge:R:1
C -4.1338 3.1751 -1.7048 -0.3048 -0.0277 -1.3721 0.15
C -3.1972 3.4322 -1.0199 1.8305 0.4564 1.3661 -0.36
S -1.8609 4.1426 -0.2025 -1.0390 0.2823 0.4680 1.20
C -0.6106 4.4251 -1.5627 -0.3445 0.4393 -0.5895 -0.49
C -1.2129 5.5274 -2.4282 -0.2014 0.3600 0.3868 -0.07
F -0.4654 3.2526 -2.2178 0.3166 -0.0334 -0.0034 0.00
H -4.7831 3.0000 -2.5418 -0.3050 -0.1767 0.5039 0.08
H -1.3854 3.1812 0.6683 -0.0657 -0.2219 -0.5390 0.02
H 0.3260 4.7366 -1.0808 -0.2253 -0.3257 0.1295 0.15
H -2.2608 5.3404 -2.6705 0.2533 -0.1208 0.0063 0.06
H -1.1643 6.4913 -1.9032 0.2109 -0.2849 -0.0360 0.10
H -0.6757 5.6098 -3.3771 0.0669 -0.1546 0.2654 0.11
C -1.2814 -1.4866 -0.3223 -0.0753 -0.2297 -0.0619 0.11
C -1.0335 -0.2370 0.0702 0.0152 -0.1514 -0.3892 -0.23
C -1.1273 0.1799 1.4997 -0.4667 -0.4288 0.6456 -0.30
O -0.8719 1.3553 1.7839 -0.1863 0.2756 -0.6635 0.03
C -1.5171 -0.8020 2.4794 0.0317 0.4513 0.0027 0.08
C -1.7719 -2.0692 2.1040 0.0051 0.0142 0.6127 -0.19
C -1.6567 -2.4963 0.6654 0.1549 0.2043 -0.5712 -0.26
O -1.8807 -3.6493 0.3704 0.2564 0.3773 0.4129 0.13
O -2.1357 -2.9968 2.9754 0.2169 0.3463 -0.9421 0.13
O -0.6868 0.7386 -0.7730 -0.1223 0.0140 -0.0055 0.10
H -1.2161 -1.7958 -1.3566 0.0175 -0.0052 0.0140 0.15
H -1.5946 -0.4771 3.5056 0.0074 -0.0652 0.0189 0.12
H -2.2613 -3.8257 2.4669 -0.1831 -0.2667 0.3919 0.10
H -0.5687 1.5126 -0.2010 0.3110 0.0390 0.0105 0.06
C -3.9306 3.4548 -6.1396 0.2250 0.0988 0.3577 0.08
C -4.2238 2.5884 -7.1213 -0.4801 0.4330 0.0145 -0.22
C -3.3514 1.4002 -7.4034 0.5540 -0.3103 0.2392 -0.29
O -3.6712 0.6342 -8.2888 -0.1475 0.3262 -0.1327 0.10
C -2.1533 1.2221 -6.5975 -0.1372 -0.0830 -0.1938 0.10
C -1.8623 2.0887 -5.6217 0.3541 -0.3751 -0.0954 -0.22
C -2.7481 3.2608 -5.3217 -0.5622 0.3036 -0.3023 -0.29
O -2.4484 4.0155 -4.4029 0.1503 -0.4921 -0.1800 0.05
O -0.7713 1.9541 -4.8647 -0.3404 0.3540 0.0358 0.12
O -5.2944 2.7351 -7.8886 0.4003 -0.4110 0.0095 0.14
H -4.5515 4.3135 -5.9246 -0.0170 -0.0058 -0.0591 0.14
H -1.5244 0.3719 -6.8210 0.0033 0.0032 0.0292 0.15
H -0.7883 2.6964 -4.2365 0.0838 -0.0418 0.0732 0.08
H -5.2836 1.9861 -8.5153 -0.1294 0.0432 -0.0854 0.13
C 1.5602 1.0631 6.2893 -0.1843 -0.0307 -0.2523 0.08
C 2.8322 1.3362 6.6077 -0.3833 -0.0586 0.5234 -0.23
C 3.8868 1.4934 5.5559 0.1166 -0.0349 -0.5568 -0.30
O 5.0213 1.7591 5.8976 -0.0584 -0.0069 0.2992 0.12
C 3.4990 1.3139 4.1607 0.1369 0.0793 0.1198 0.08
C 2.2302 1.0383 3.8422 0.3373 -0.0115 -0.4042 -0.22
C 1.1670 0.9069 4.8968 -0.0850 0.0017 0.6209 -0.29
O 0.0191 0.6729 4.5596 0.2613 0.0017 -0.2755 0.09
O 1.8500 0.8651 2.5682 -0.2705 -0.0785 0.4428 0.10
O 3.2280 1.4839 7.8687 0.3064 0.0410 -0.4428 0.13
H 0.7902 0.9496 7.0393 0.0204 0.0088 0.0130 0.14
H 4.2736 1.4123 3.4125 -0.0103 -0.0161 -0.0077 0.14
H 0.8920 0.6812 2.5855 0.1260 0.2186 0.1296 0.07
H 4.1843 1.6769 7.8283 0.0241 0.0354 0.1132 0.12
C -4.7776 -7.0608 4.0491 0.2106 0.2427 -0.1137 0.07
C -5.9638 -7.4865 4.5049 0.4017 -0.4578 -0.1121 -0.23
C -7.0685 -6.5267 4.8354 -0.1836 0.5830 0.0461 -0.31
O -8.1297 -6.9665 5.2269 0.0962 -0.3247 -0.0027 0.13
C -6.8092 -5.0995 4.6729 -0.1333 -0.1564 0.0398 0.08
C -5.6236 -4.6782 4.2214 -0.4118 0.4187 0.1214 -0.23
C -4.5318 -5.6394 3.8663 0.0756 -0.6571 0.0116 -0.30
O -3.4805 -5.1960 3.4407 -0.0644 0.1606 0.0199 0.09
O -5.3445 -3.3796 4.0614 0.3118 -0.3666 -0.1455 0.11
O -6.2273 -8.7766 4.6873 -0.3210 0.4168 0.0825 0.13
H -3.9741 -7.7417 3.8047 -0.0202 -0.0181 0.0073 0.14
H -7.6058 -4.4157 4.9306 0.0113 0.0068 -0.0066 0.14
H -4.4282 -3.3447 3.7276 0.0309 0.0821 0.0606 0.10
H -7.1451 -8.8170 5.0179 -0.0278 -0.1071 0.0014 0.13
C 7.4830 3.8468 5.5146 0.0963 0.0052 -0.2300 0.07
C 7.6031 4.4058 6.7230 -0.5211 -0.1583 -0.1979 -0.23
C 8.9382 4.7941 7.2791 0.5801 0.0008 -0.0703 -0.31
O 8.9873 5.3161 8.3756 -0.3307 -0.0124 0.0688 0.12
C 10.1236 4.5208 6.4734 -0.1062 0.0890 0.1649 0.08
C 10.0035 3.9582 5.2657 0.5796 0.1443 0.2851 -0.22
C 8.6648 3.5947 4.6989 -0.5371 -0.0438 0.0861 -0.31
O 8.6095 3.1024 3.5883 0.2975 0.0189 -0.0562 0.12
O 11.0671 3.6906 4.4996 -0.6409 -0.0713 -0.0882 0.08
O 6.5441 4.6504 7.5010 0.4292 0.0981 0.1308 0.11
H 6.5257 3.5640 5.1032 0.0051 -0.0379 0.0408 0.11
H 11.0832 4.7896 6.8924 0.0032 -0.0019 -0.0174 0.14
H 10.7163 3.2889 3.6778 0.2305 -0.0280 -0.1292 0.09
H 6.9028 5.0564 8.3127 -0.0378 0.0301 0.0376 0.12
C -5.0485 -7.1718 -0.0592 -0.1986 -0.1068 -0.1141 0.08
C -3.9959 -6.4247 -0.4183 -0.0772 -0.0875 0.6696 -0.23
C -3.6124 -6.2513 -1.8590 -0.1219 -0.1831 -0.5752 -0.31
O -2.6599 -5.5467 -2.1341 0.0686 0.0855 0.2931 0.11
C -4.4041 -6.9442 -2.8680 0.1822 0.1778 0.0927 0.07
C -5.4533 -7.6930 -2.5067 0.1359 0.0279 -0.6055 -0.24
C -5.8532 -7.8448 -1.0704 0.1137 0.1285 0.6074 -0.32
O -6.8261 -8.5224 -0.8011 -0.0804 -0.0909 -0.3205 0.11
O -6.1991 -8.3428 -3.3997 -0.0853 0.0067 0.4946 0.12
O -3.2387 -5.7968 0.4807 0.1040 -0.1793 -0.8612 0.08
H -5.3370 -7.3034 0.9749 0.0231 0.0014 0.0053 0.12
H -4.1081 -6.8259 -3.9009 -0.0183 -0.0180 -0.0017 0.14
H -6.8875 -8.8041 -2.8842 -0.0509 -0.0441 -0.0531 0.12
H -2.5394 -5.3183 -0.0222 -0.3358 -0.1744 0.2730 0.08
C -6.9264 -2.7421 -6.1486 0.2161 0.2150 -0.0439 0.07
C -7.7833 -3.6102 -6.7009 0.0044 -0.0044 0.6269 -0.24
C -7.9215 -3.7396 -8.1883 0.1924 0.2175 -0.6153 -0.31
O -8.7017 -4.5570 -8.6338 -0.1343 -0.1217 0.3266 0.12
C -7.1108 -2.8694 -9.0310 -0.1718 -0.1784 0.0911 0.08
C -6.2554 -1.9990 -8.4799 0.0045 0.0121 -0.6526 -0.23
C -6.0997 -1.8894 -6.9903 -0.2051 -0.2265 0.4880 -0.31
O -5.2961 -1.0928 -6.5357 0.0257 0.1547 -0.2239 0.10
O -5.4997 -1.1870 -9.2222 -0.1611 -0.0885 0.7389 0.10
O -8.5568 -4.4043 -5.9646 0.0108 0.0137 -0.4955 0.12
H -6.8175 -2.6417 -5.0779 -0.0119 -0.0339 -0.0020 0.13
H -7.2316 -2.9601 -10.1012 0.0268 0.0112 0.0007 0.14
H -4.9619 -0.6607 -8.5937 0.1323 -0.0363 -0.2903 0.06
H -9.0770 -4.9316 -6.6009 -0.0446 -0.0639 0.0386 0.12
C 12.5935 6.8850 0.7892 0.0002 0.0710 -0.2564 0.08
C 12.3097 5.8466 1.5853 0.1785 0.5133 0.3664 -0.23
C 11.8826 4.5224 1.0229 -0.0832 -0.1812 -0.5063 -0.30
O 11.6548 3.6051 1.7894 -0.0225 0.0356 0.1725 0.10
C 11.7555 4.3968 -0.4219 -0.0205 -0.1297 0.2608 0.08
C 12.0362 5.4367 -1.2160 -0.1727 -0.5136 -0.2761 -0.24
C 12.4890 6.7521 -0.6581 0.1414 0.3571 0.5415 -0.32
O 12.7472 7.6565 -1.4283 -0.0976 -0.1700 -0.3105 0.11
O 11.9302 5.3628 -2.5423 0.1297 0.4020 0.2485 0.12
O 12.3922 5.9350 2.9147 -0.1586 -0.4840 -0.4098 0.12
H 12.9042 7.8435 1.1801 0.0116 -0.0190 0.0212 0.14
H 11.4305 3.4428 -0.8126 0.0166 0.0084 -0.0174 0.14
H 12.1908 6.2418 -2.8772 0.0199 0.0013 -0.0762 0.12
H 12.1399 5.0582 3.2676 0.0217 0.0792 0.2198 0.09
```
Forces are in eV/Å.

The total charge is +1. The calculation puts the LUMO energy at -4.3 eV. The highest occupied orbital energy is -10.758 eV. The value obtained for the gap between HOMO and LUMO is 6.4 eV. Its total energy is -4909.667320 hartree.

***

| no. | maximum force (eV/Å) |
| --- | --- |
| 1 | 0.52 |
| 2 | 2.33 |